# 1
ORCA calculation (ωB97M-V/def2-TZVPD) on a 3-piece molecular cluster, C22H44O10P overall at a distorted geometry.

As for the HOMO energy: -11.995 eV. For the orbital gap, the calculation gives 9.4819 eV. Its multiplicity is 1. As for the net charge: +1. For the total energy, the calculation gives -53276.798 eV.

Each line ends with the Mulliken charge.
Atoms and positions in Å:
1 C 2.36 0.53 0.10  -0.530
2 C 2.06 1.10 1.63  -0.246
3 C 0.76 2.12 1.71  -0.566
4 O -0.54 1.44 1.74  -0.265
5 C -0.99 1.06 0.37  -0.265
6 P -2.85 0.59 0.53  0.238
7 C -3.70 1.78 1.78  -0.406
8 C -4.37 3.11 1.10  -0.709
9 C -3.41 3.92 0.05  0.168
10 C -4.24 4.43 -1.27  -0.524
11 C -3.91 3.61 -2.66  -0.399
12 O -4.80 2.47 -2.93  -0.305
13 C -6.20 2.88 -3.11  -0.446
14 C -7.03 2.23 -1.81  -0.378
15 C -2.86 -1.17 1.36  -0.400
16 O -3.47 -1.16 2.70  -0.380
17 C -4.74 -1.91 2.72  -0.338
18 C -5.91 -1.32 1.73  -0.421
19 O -3.69 0.41 -0.98  -0.264
20 C -2.79 0.00 -2.08  -0.242
21 C -2.31 -1.58 -1.97  -0.905
22 H 1.71 -0.42 -0.14  0.129
23 H 3.49 0.22 0.02  0.124
24 H 2.06 1.37 -0.66  0.206
25 H 3.00 1.73 1.95  0.274
26 H 1.86 0.20 2.37  0.230
27 H 0.86 2.68 2.76  0.271
28 H 0.80 2.94 0.88  0.331
29 H -0.40 0.13 -0.06  -0.064
30 H -0.79 1.94 -0.41  0.421
31 H -2.97 2.01 2.69  0.457
32 H -4.60 1.15 2.25  0.312
33 H -4.64 3.85 2.00  0.389
34 H -5.39 2.91 0.55  0.210
35 H -3.02 4.88 0.64  0.422
36 H -2.47 3.33 -0.32  -0.317
37 H -3.89 5.55 -1.47  0.269
38 H -5.37 4.49 -0.98  0.330
39 H -2.82 3.15 -2.53  0.136
40 H -3.84 4.31 -3.62  0.290
41 H -6.34 4.05 -3.09  0.287
42 H -6.71 2.50 -4.10  0.344
43 H -6.24 1.68 -1.09  -0.155
44 H -7.70 1.39 -2.26  0.300
45 H -7.61 3.07 -1.24  0.253
46 H -3.42 -1.91 0.62  0.332
47 H -1.75 -1.56 1.41  0.341
48 H -4.48 -3.04 2.48  0.321
49 H -5.18 -1.84 3.83  0.276
50 H -6.73 -0.81 2.41  0.284
51 H -6.36 -2.22 1.11  0.254
52 H -5.54 -0.53 0.95  -0.046
53 H -1.88 0.75 -2.26  0.248
54 H -3.44 0.07 -3.08  0.327
55 H -3.22 -2.30 -1.72  0.251
56 H -1.95 -1.88 -3.05  0.408
57 H -1.42 -1.74 -1.20  0.175
58 C 7.46 -2.02 1.00  -0.041
59 C 6.83 -1.52 -0.26  -0.405
60 O 5.72 -0.78 0.21  -0.295
61 C 5.99 -0.40 1.49  0.598
62 O 5.33 0.39 2.13  -0.523
63 O 7.11 -1.03 1.95  -0.320
64 H 8.54 -2.12 0.92  0.142
65 H 7.04 -2.98 1.32  0.158
66 H 7.49 -0.85 -0.82  0.269
67 H 6.51 -2.33 -0.92  0.336
68 C 10.39 -5.93 -1.03  -0.325
69 C 9.59 -5.90 0.24  -0.275
70 O 9.94 -4.65 0.81  -0.283
71 C 10.36 -3.85 -0.21  0.694
72 O 10.58 -2.65 -0.10  -0.562
73 O 10.51 -4.56 -1.37  -0.312
74 H 9.89 -6.48 -1.82  0.296
75 H 11.39 -6.34 -0.88  0.268
76 H 8.52 -5.92 0.05  0.231
77 H 9.85 -6.72 0.91  0.306


# 2
ORCA calculation (ωB97M-V/def2-TZVPD) on a 11-piece molecular cluster, C22H44O44S11 overall at a distorted geometry.

As for the HOMO energy: -10.519 eV. For the orbital gap, the calculation gives 10.5561 eV. Its multiplicity is 1. The SMILES is O=S1(=O)OCCO1.O=S1(=O)OCCO1.O=S1(=O)OCCO1.O=S1(=O)OCCO1.O=S1(=O)OCCO1.O=S1(=O)OCCO1.O=S1(=O)OCCO1.O=S1(=O)OCCO1.O=S1(=O)OCCO1.O=S1(=O)OCCO1.O=S1(=O)OCCO1. The calculation puts the energy above the lowest of the compared OMol25 structures with the same formula, charge and spin at 3.053 eV. For the total energy, the calculation gives -232792.366 eV.

Each line ends with the Mulliken charge.
Atoms and positions in Å:
1 O 10.59 6.94 5.56  -0.620
2 S 10.58 5.51 5.42  0.720
3 O 9.37 4.75 5.59  -0.004
4 O 11.32 5.04 4.04  -0.276
5 C 12.69 4.58 4.21  -0.162
6 C 12.99 4.86 5.65  -0.503
7 O 11.75 4.81 6.35  -0.250
8 H 12.63 3.51 4.01  0.132
9 H 13.22 5.15 3.46  0.337
10 H 13.34 5.90 5.73  0.318
11 H 13.72 4.26 6.19  0.361
12 O 3.68 6.75 8.99  -0.452
13 S 2.89 7.24 7.90  1.060
14 O 3.56 7.73 6.74  -0.443
15 O 1.77 6.06 7.59  -0.157
16 C 0.57 6.58 7.09  0.087
17 C 0.48 8.02 7.66  -0.400
18 O 1.72 8.23 8.39  -0.384
19 H 0.43 6.57 6.01  0.256
20 H -0.19 5.91 7.50  -0.066
21 H -0.29 8.25 8.39  0.263
22 H 0.51 8.74 6.84  0.267
23 O -1.78 6.23 9.50  -0.602
24 S -1.44 5.02 10.23  1.235
25 O -2.57 4.17 10.42  -0.612
26 O -0.15 4.19 9.63  -0.079
27 C 0.87 4.09 10.61  0.874
28 C 0.25 4.41 11.96  -0.390
29 O -0.80 5.36 11.66  -0.413
30 H 1.20 3.05 10.64  -0.630
31 H 1.65 4.82 10.39  -0.038
32 H 1.03 4.82 12.61  0.425
33 H -0.21 3.53 12.40  0.323
34 O 10.93 1.04 3.08  -0.644
35 S 9.99 1.51 4.06  1.109
36 O 9.05 2.52 3.65  -0.502
37 O 9.16 0.33 4.75  -0.294
38 C 9.03 0.59 6.17  0.179
39 C 10.40 1.15 6.53  -0.311
40 O 10.78 1.94 5.42  -0.322
41 H 8.23 1.32 6.18  -0.411
42 H 8.77 -0.33 6.70  0.465
43 H 11.11 0.32 6.57  0.358
44 H 10.33 1.63 7.50  0.347
45 O 6.06 0.96 4.30  -0.439
46 S 6.04 -0.41 3.92  1.263
47 O 6.81 -1.38 4.63  -0.621
48 O 4.53 -1.01 3.75  -0.316
49 C 4.58 -2.01 2.72  -0.498
50 C 5.46 -1.36 1.63  -0.291
51 O 6.35 -0.54 2.35  -0.294
52 H 4.98 -2.91 3.21  0.271
53 H 3.56 -2.28 2.45  0.314
54 H 4.78 -0.76 1.03  0.298
55 H 5.89 -2.10 0.96  0.310
56 O 5.69 2.89 9.88  -0.496
57 S 5.04 3.41 8.71  0.559
58 O 3.61 3.40 8.68  -0.240
59 O 5.63 4.87 8.37  -0.230
60 C 6.49 5.05 7.26  0.499
61 C 6.73 3.60 6.83  -0.139
62 O 5.68 2.80 7.36  -0.275
63 H 6.06 5.76 6.55  -0.237
64 H 7.43 5.53 7.53  -0.044
65 H 7.67 3.18 7.17  0.100
66 H 6.74 3.54 5.74  0.463
67 O 8.38 3.11 11.53  -0.368
68 S 9.38 4.14 11.70  0.855
69 O 10.61 3.84 12.37  -0.563
70 O 9.70 4.67 10.15  -0.151
71 C 9.43 6.04 10.05  0.194
72 C 8.33 6.32 11.08  -0.353
73 O 8.79 5.60 12.23  -0.405
74 H 10.32 6.65 10.22  0.334
75 H 8.97 6.36 9.11  -0.220
76 H 7.49 5.71 10.73  0.348
77 H 8.09 7.37 11.16  0.279
78 O 2.39 0.99 10.96  -0.359
79 S 3.10 1.14 12.20  0.852
80 O 2.42 1.86 13.23  -0.641
81 O 3.76 -0.26 12.67  -0.366
82 C 4.88 -0.02 13.54  -0.333
83 C 5.43 1.36 13.06  -0.404
84 O 4.60 1.77 11.98  0.052
85 H 4.50 0.07 14.56  0.265
86 H 5.50 -0.91 13.45  0.285
87 H 6.46 1.31 12.72  0.297
88 H 5.25 2.05 13.88  0.268
89 O 5.40 9.35 9.68  -0.605
90 S 6.63 9.16 8.99  0.899
91 O 7.02 7.92 8.38  -0.118
92 O 6.83 10.37 7.96  -0.179
93 C 7.17 11.53 8.68  -0.450
94 C 7.85 11.07 9.95  -0.399
95 O 7.95 9.66 9.83  -0.348
96 H 7.81 12.14 8.03  0.323
97 H 6.32 12.19 8.83  0.263
98 H 7.34 11.38 10.87  0.284
99 H 8.85 11.51 10.00  0.310
100 O 5.97 11.30 3.77  -0.598
101 S 5.95 10.02 4.44  1.013
102 O 4.85 9.70 5.32  -0.351
103 O 6.20 8.78 3.40  -0.424
104 C 7.25 7.92 3.82  -0.034
105 C 8.26 8.78 4.54  0.067
106 O 7.43 9.81 5.15  -0.330
107 H 6.73 7.33 4.58  0.069
108 H 7.68 7.49 2.92  0.359
109 H 9.10 9.13 3.94  0.199
110 H 8.66 8.43 5.49  0.105
111 O -1.70 -0.71 8.93  -0.613
112 S -0.88 0.44 9.19  1.056
113 O -0.67 0.80 10.57  -0.497
114 O 0.53 0.25 8.38  -0.379
115 C 0.94 1.47 7.73  0.509
116 C -0.40 2.09 7.34  -0.149
117 O -1.36 1.66 8.28  -0.270
118 H 1.45 1.98 8.55  -0.462
119 H 1.64 1.26 6.93  0.440
120 H -0.71 1.66 6.39  0.389
121 H -0.38 3.17 7.27  -0.049


# 3
ORCA calculation (ωB97M-V/def2-TZVPD) on a 3-piece molecular cluster, C22H44O8S3 overall at a distorted geometry.

As for the HOMO energy: -9.939 eV. For the orbital gap, the calculation gives 10.4315 eV. Its multiplicity is 1. The SMILES is CCCCCCCC[C@@H]1C[C@H](OCC)COS1(=O)=O.O=S1(=O)CCCC1.O=S1(=O)CCCC1. For the total energy, the calculation gives -72412.164 eV.

Each line ends with the Mulliken charge.
Atoms and positions in Å:
1 C 3.83 -0.72 -0.57  -1.648
2 C 2.75 0.20 -1.17  1.095
3 C 3.02 0.68 -2.59  -1.531
4 C 2.73 -0.35 -3.69  0.192
5 C 3.86 -1.37 -3.82  -0.657
6 C 3.43 -2.85 -3.94  -1.148
7 C 2.26 -3.26 -3.03  -0.091
8 C 1.01 -3.50 -3.89  -1.495
9 C -0.34 -3.59 -3.16  0.220
10 C -1.06 -2.25 -3.01  -0.866
11 C -2.38 -2.38 -2.27  0.417
12 O -2.89 -1.12 -1.89  -0.485
13 C -3.30 -0.30 -2.98  -0.391
14 C -2.33 0.86 -3.21  -0.830
15 C -2.31 -3.16 -0.98  -0.700
16 O -1.78 -4.48 -1.14  -0.439
17 S -0.25 -4.45 -1.60  1.286
18 O 0.46 -3.69 -0.61  -0.544
19 O 0.19 -5.77 -1.83  -0.734
20 H 3.91 -0.64 0.51  0.472
21 H 3.66 -1.74 -0.87  0.187
22 H 4.80 -0.46 -1.00  0.457
23 H 2.70 1.07 -0.53  0.431
24 H 1.77 -0.27 -1.09  -0.506
25 H 4.06 1.00 -2.69  0.412
26 H 2.42 1.57 -2.75  0.460
27 H 2.68 0.21 -4.62  0.421
28 H 1.76 -0.80 -3.56  -0.277
29 H 4.42 -1.14 -4.72  0.359
30 H 4.58 -1.30 -3.01  0.363
31 H 4.29 -3.45 -3.66  0.325
32 H 3.20 -3.09 -4.98  0.442
33 H 2.47 -4.18 -2.50  0.629
34 H 2.07 -2.51 -2.27  0.018
35 H 1.16 -4.36 -4.53  0.339
36 H 0.92 -2.62 -4.53  0.478
37 H -0.99 -4.20 -3.77  0.623
38 H -0.42 -1.47 -2.61  -0.144
39 H -1.30 -1.97 -4.02  0.610
40 H -3.13 -2.86 -2.90  0.268
41 H -4.29 0.09 -2.75  0.462
42 H -3.40 -0.87 -3.91  0.307
43 H -1.65 0.64 -4.03  0.245
44 H -2.86 1.79 -3.39  0.388
45 H -1.74 1.00 -2.32  0.052
46 H -3.31 -3.27 -0.59  0.388
47 H -1.75 -2.59 -0.24  0.208
48 O -0.70 0.90 0.37  -0.598
49 S 0.31 0.99 1.40  1.210
50 O 1.46 1.85 1.25  -0.712
51 C -0.48 1.35 2.96  -0.644
52 C -0.81 -0.02 3.53  -0.714
53 C 0.42 -0.90 3.27  -0.791
54 C 0.85 -0.68 1.81  0.265
55 H -1.35 1.98 2.78  0.428
56 H 0.24 1.88 3.58  0.258
57 H -1.05 0.05 4.59  0.346
58 H -1.68 -0.44 3.01  0.328
59 H 1.23 -0.59 3.94  0.316
60 H 0.22 -1.95 3.46  0.354
61 H 1.93 -0.74 1.68  -0.023
62 H 0.35 -1.37 1.14  -0.087
63 O -1.37 2.78 5.23  -0.536
64 S -1.23 4.04 5.93  1.064
65 O -0.15 4.26 6.86  -0.703
66 C -1.26 5.36 4.72  -0.639
67 C -2.74 5.70 4.58  -0.573
68 C -3.31 5.71 6.01  -0.605
69 C -2.80 4.44 6.71  -0.668
70 H -0.80 5.01 3.80  0.365
71 H -0.69 6.19 5.13  0.343
72 H -2.88 6.66 4.09  0.354
73 H -3.25 4.94 3.99  0.283
74 H -2.95 6.59 6.54  0.290
75 H -4.39 5.74 6.01  0.337
76 H -2.63 4.59 7.77  0.328
77 H -3.47 3.60 6.56  0.357